Entry from the Open Molecules 2025 dataset: C8H10N4S2 in the gas phase (the ωB97M-V functional and the def2-TZVPD basis).

Output
Lowest unoccupied orbital energy (hartree): 0.0059
Orbital gap (Eh): 0.316
Total charge: 0
Spin multiplicity: 1

XYZ file:
```
24
Properties=species:S:1:pos:R:3:mulliken_charge:R:1
N -0.732 -0.686 0.081 0.727
C -2.015 -1.963 1.096 -0.342
N 0.933 -0.146 1.660 -0.403
C 3.099 1.049 2.797 -0.739
H 3.015 -0.029 2.995 0.248
S -0.532 -0.005 -2.594 -0.110
H 2.247 1.659 3.238 0.245
C -2.376 -0.078 -2.644 -0.344
H -4.225 0.794 -1.860 0.301
H -2.600 -1.084 -2.232 0.291
H 4.118 1.441 3.080 0.325
S 2.985 1.318 1.023 -0.066
C -3.130 1.030 -1.883 -0.896
H -3.030 2.064 -2.390 0.277
C -1.052 -1.646 2.060 -0.952
H -2.575 -0.012 -3.752 0.368
C -0.176 -0.845 1.318 0.556
H -2.887 -2.548 1.286 0.467
H -0.959 -1.943 3.065 0.442
C 1.463 0.521 0.681 0.467
N -1.853 -1.413 -0.117 -1.179
H -2.805 1.082 -0.790 0.239
N 1.042 0.688 -0.589 -0.503
C -0.028 0.010 -0.882 0.581
```

Entry from the Open Molecules 2025 dataset: 2 unconnected molecules or ions with the total composition C6H10N2O2 (the ωB97M-V functional and the def2-TZVPD basis).

Output
Lowest unoccupied orbital energy (spin up / spin down) (hartree): 0.0188 / -0.0686
Orbital gap (spin up / spin down) (Eh): 0.350 / 0.092
Total charge: 0
Spin multiplicity: 1

XYZ file:
```
20
Properties=species:S:1:pos:R:3:mulliken_charge:R:1
H 0.961 -2.739 -3.545 0.329
H -0.731 1.211 2.480 0.271
C -0.354 1.524 -0.524 -0.850
H 0.683 1.296 -0.278 0.268
N -2.123 -0.364 2.304 -0.133
C -0.700 -0.967 -0.962 0.040
H -0.513 2.457 -1.064 0.287
H -1.721 -1.148 2.867 0.353
N -0.362 -2.074 -0.850 -0.506
H -2.635 -0.882 1.578 0.406
H -2.306 1.704 0.486 0.448
H -3.920 -0.265 3.504 0.418
C -1.407 1.088 0.437 0.063
C -1.255 0.365 -0.897 0.094
O -3.069 1.572 3.200 -0.585
C -1.005 0.455 1.737 -0.950
H -2.060 0.590 -1.612 0.394
H -0.152 -0.222 1.622 0.500
O 0.778 -1.803 -3.655 -0.351
C -3.131 0.396 3.110 -0.494
```

Entry from the Open Molecules 2025 dataset: 2 unconnected molecules or ions with the total composition C4H4ClOP (the ωB97M-V functional and the def2-TZVPD basis).

Output
Lowest unoccupied orbital energy (spin up / spin down) (hartree): -0.1381 / -0.0626
Orbital gap (spin up / spin down) (Eh): 0.151 / 0.302
Total charge: 0
Spin multiplicity: 1

XYZ file:
```
11
Properties=species:S:1:pos:R:3:mulliken_charge:R:1
Cl 3.370 0.284 0.074 -0.125
H 0.743 0.476 -1.577 0.500
H 0.803 -2.227 -0.532 0.302
H -0.999 -2.120 1.441 0.397
P -1.365 2.378 0.134 -0.083
C 0.224 -1.310 -0.255 -0.456
C 0.210 0.071 -0.657 -0.255
C -0.675 -1.345 0.721 0.046
H -0.303 3.219 -0.320 0.043
O -1.270 -0.206 0.923 -0.310
C -0.737 0.779 0.049 -0.059
```

Entry from the Open Molecules 2025 dataset: 11 unconnected molecules or ions with the total composition C20H42BF4N6O4 (the ωB97M-V functional and the def2-TZVPD basis).

Output
Lowest unoccupied orbital energy (hartree): 0.0773
Orbital gap (Eh): 0.351
Total charge: -1
Spin multiplicity: 1

XYZ file:
```
77
Properties=species:S:1:pos:R:3:mulliken_charge:R:1
H 66.245 73.419 64.276 0.095
H 66.506 72.551 68.506 0.428
H 67.569 77.364 69.616 0.352
C 66.366 72.589 62.469 0.029
F 69.816 73.336 67.580 -0.252
H 73.113 74.705 69.690 0.368
H 72.297 73.681 63.190 0.206
C 66.982 76.365 66.001 0.279
H 74.429 77.941 69.523 0.337
H 68.658 77.450 70.809 0.602
F 69.805 74.091 65.397 -0.600
C 71.390 73.650 62.506 -0.527
C 65.747 71.690 66.749 0.056
N 73.045 71.821 72.063 -0.470
C 66.990 72.171 67.585 0.147
C 68.110 76.850 70.374 -1.723
H 67.260 76.544 70.950 0.365
H 72.659 76.287 66.075 -0.044
C 65.908 77.206 65.258 -1.122
O 68.014 76.114 65.176 -0.505
H 65.733 67.899 65.217 0.319
H 66.787 70.240 64.569 -0.257
C 73.010 77.754 65.021 0.113
O 67.973 74.834 68.986 -0.558
H 71.829 74.172 61.642 0.488
H 71.899 70.861 69.430 0.460
H 71.561 76.072 64.649 0.056
C 67.378 69.375 64.593 1.047
H 69.438 75.106 70.282 0.431
H 66.385 75.527 66.139 0.099
C 72.857 75.335 68.816 -1.270
F 69.559 71.889 65.761 -0.075
H 69.719 76.203 68.836 -0.110
C 71.961 76.686 65.389 0.072
H 73.148 76.994 67.958 -0.086
N 73.644 78.681 64.728 -0.458
H 65.980 68.209 63.644 0.479
C 68.851 75.698 69.617 0.269
H 72.016 75.196 68.307 0.121
C 71.823 69.784 64.685 0.277
H 70.677 71.988 69.742 0.214
H 67.593 71.383 67.931 0.479
H 72.684 70.164 63.766 0.283
C 66.547 68.163 64.480 -1.688
C 67.148 73.238 63.643 0.113
H 67.405 76.703 66.903 0.208
C 73.138 76.825 69.033 -0.110
N 72.876 67.660 66.027 -0.500
H 71.828 70.362 65.651 -0.075
H 70.979 77.161 65.901 0.256
H 70.662 74.414 63.027 -0.031
F 71.496 73.097 66.057 -0.383
C 72.532 71.869 70.971 0.098
O 68.035 69.389 65.776 -0.520
C 72.393 68.604 65.448 -0.026
H 65.693 76.698 64.239 0.251
C 71.749 71.800 69.691 -0.259
N 64.860 71.391 66.065 -0.545
H 68.627 75.416 65.427 0.265
H 67.326 72.974 66.932 -0.665
N 70.314 71.190 62.299 -0.488
H 70.844 69.359 64.375 -0.016
H 66.436 78.270 64.950 0.222
H 72.375 77.342 69.510 0.449
H 67.833 72.555 63.920 -0.244
B 70.196 73.117 66.222 0.645
O 74.350 76.980 69.592 -0.528
H 67.071 67.186 64.558 0.338
N 65.819 72.117 61.528 -0.542
H 68.393 74.231 68.392 0.239
H 68.369 70.171 65.877 0.268
H 64.915 77.287 65.829 0.344
H 68.246 69.581 63.797 -0.047
C 70.824 72.258 62.325 0.395
H 73.689 75.046 68.320 0.673
H 72.138 72.586 69.100 -0.055
H 67.684 74.098 63.377 0.549
```

Entry from the Open Molecules 2025 dataset: a molecular structure, C35H38F9N4NiPSSi2 (the ωB97M-V functional and the def2-TZVPD basis).

Output
Lowest unoccupied orbital energy (spin up / spin down) (hartree): -0.0218 / -0.0206
Orbital gap (spin up / spin down) (Eh): 0.248 / 0.267
Expectation value of S²: 2.009
Total charge: 0
Spin multiplicity: 3

XYZ file:
```
91
Properties=species:S:1:pos:R:3:mulliken_charge:R:1
H 1.607 3.640 -1.136 0.317
C 0.420 -3.112 -0.898 -1.101
C -2.278 3.610 -2.037 -0.956
H -4.284 1.726 -0.306 0.203
H 0.704 4.219 -2.543 0.575
Si -0.874 3.655 -0.755 0.213
H 3.732 0.698 2.578 0.223
F 7.271 -1.332 -1.681 -0.254
H -4.937 -1.095 -2.118 0.554
C 0.660 -0.708 -4.981 -0.585
H -2.125 1.958 -5.255 0.609
F -2.079 2.108 -7.668 -0.275
Ni -0.266 0.651 -0.254 0.762
N -2.071 -0.512 -0.486 1.826
C -0.816 0.631 -6.317 0.243
C -4.151 -1.247 -1.393 -0.915
C -1.580 -4.101 -2.545 -1.195
H 1.182 -2.721 -0.234 0.721
C 3.091 -2.083 -2.424 0.086
C -4.247 2.457 0.502 -0.993
H -1.912 3.960 -3.005 0.467
C -1.841 -6.133 -1.135 0.775
C -1.151 -4.834 -1.445 0.302
H 1.450 -1.445 -4.906 0.565
C -2.862 0.877 2.653 -1.092
C 2.429 -0.863 -2.371 -0.022
H -2.564 4.802 2.196 0.272
N -0.041 -0.748 1.212 1.646
F 7.051 -1.958 -3.736 -0.267
F -2.099 0.010 -8.192 -0.260
C 6.679 -1.014 -2.849 0.803
N 3.011 0.003 2.626 -0.417
H -4.400 3.444 0.061 0.355
C -0.883 0.809 -3.934 1.189
H -3.642 3.885 3.247 0.309
H -1.897 3.752 3.437 0.290
C -2.699 3.846 2.701 -1.151
H -5.014 -2.995 -0.482 0.466
C 4.467 -2.123 -2.587 -1.131
C -0.141 -4.350 -0.629 -1.082
H -1.780 5.739 0.287 0.313
C -4.191 -2.293 -0.481 -1.043
C 0.198 -0.319 -6.223 -1.157
H -1.912 0.555 3.082 0.278
C -1.002 -1.591 1.347 -1.461
H -2.717 2.622 -2.176 0.155
H -0.079 5.509 0.680 0.332
F -0.330 1.195 -8.557 -0.264
H 2.548 -3.015 -2.349 0.418
C -1.332 0.996 -7.684 0.806
P 0.631 -0.671 -2.161 2.456
H -0.990 -2.332 2.140 0.295
S 2.000 1.222 0.525 -0.465
H 4.978 -3.076 -2.630 0.443
H -2.990 0.439 -2.052 0.307
C -1.087 2.359 0.545 -0.223
H -1.350 -2.307 -3.678 0.440
H 2.934 -0.591 3.434 0.247
C 3.160 0.318 -2.494 -0.593
H -3.518 1.158 3.479 0.555
H 0.848 2.494 -2.240 -0.142
H -5.093 2.258 1.163 0.398
C -3.163 -2.431 0.431 -0.521
C -2.114 -1.513 0.407 0.993
F -1.910 -6.935 -2.213 -0.271
H -1.282 1.279 -3.046 -0.209
C 0.724 3.464 -1.752 -0.717
H -2.365 -4.488 -3.181 0.432
H -3.101 4.263 -1.746 0.504
H 0.622 -0.750 -7.121 0.443
H -0.547 6.134 -0.901 0.328
F -3.113 -5.926 -0.729 -0.246
H -3.322 0.023 2.155 0.236
C -0.819 5.426 -0.119 -1.256
C -1.355 1.204 -5.179 -0.981
Si -2.658 2.376 1.517 0.143
C 5.184 -0.942 -2.708 0.285
C -3.068 -0.387 -1.358 -0.980
N 0.997 -0.819 2.063 -2.066
F 7.210 0.148 -3.257 -0.279
H -0.314 2.618 1.288 0.268
C -1.004 -2.874 -2.823 -0.773
H -3.160 -3.229 1.159 0.576
C 1.954 0.068 1.787 0.570
H 2.662 1.277 -2.435 0.533
F -1.228 -6.821 -0.161 -0.293
H 0.192 -4.922 0.226 0.515
H 5.090 1.203 -2.757 0.489
C 4.532 0.282 -2.667 -1.191
C 0.111 -0.150 -3.824 -1.207
C -0.005 -2.366 -1.997 0.501
```

Entry from the Open Molecules 2025 dataset: a molecular structure, C15H21F5FeIO2P2S (the ωB97M-V functional and the def2-TZVPD basis).

Output
Lowest unoccupied orbital energy (spin up / spin down) (hartree): -0.3249 / -0.3794
Orbital gap (spin up / spin down) (Eh): 0.200 / 0.187
Expectation value of S²: 8.856
Total charge: +2
Spin multiplicity: 6

XYZ file:
```
48
Properties=species:S:1:pos:R:3:mulliken_charge:R:1
H 1.118 -1.779 -3.895 0.218
S -0.729 0.278 0.520 0.041
C 0.032 2.635 4.094 0.277
H 3.105 -2.070 -2.782 0.372
H -2.671 -0.159 -3.164 0.396
C 0.289 -0.017 -2.965 1.045
H 2.602 -2.860 0.255 0.408
H 3.219 -0.329 -3.160 0.367
H -2.724 -1.419 1.350 0.221
H 4.552 -1.140 -2.268 0.463
F -2.672 -0.185 2.888 -0.405
C -0.773 1.980 5.012 0.605
C -2.786 -1.799 0.321 -1.092
C -2.970 -0.926 -2.449 -1.268
C 0.249 -1.098 -3.988 -1.094
H 4.283 -2.241 0.060 0.424
H -2.532 1.322 0.725 0.432
C -1.682 1.042 4.539 0.413
C 0.022 2.321 2.743 0.046
H 3.191 -1.574 1.340 0.325
P -2.190 -0.644 -0.912 1.050
H 4.529 0.698 -0.245 0.454
H -2.652 -1.917 -2.780 0.390
C 3.242 -1.968 0.314 -1.380
C -0.892 1.413 2.296 -0.840
H -4.045 -0.904 -2.262 0.534
F -2.445 0.350 5.407 -0.259
C 3.458 -1.096 -2.412 -1.457
C -1.741 0.781 3.196 0.879
H 0.263 -0.637 -5.000 0.422
H -0.656 -1.728 -3.893 0.211
F 0.981 2.970 2.055 -0.258
H -2.196 -2.724 0.263 0.430
H -3.829 -2.004 0.075 0.483
F -0.677 2.191 6.336 -0.230
H -3.945 0.947 -0.244 0.546
C 0.393 1.312 -0.534 0.000
O 0.380 2.458 -0.270 -0.319
Fe 0.456 -0.664 -1.130 -0.275
H -2.542 1.829 -0.995 0.466
I 0.406 -1.282 2.015 0.252
O 0.307 1.179 -3.267 -0.376
H 3.049 1.094 0.709 0.323
C -2.881 1.035 -0.333 -1.342
P 2.585 -0.694 -0.863 1.248
C 3.431 0.828 -0.288 -1.294
H 3.188 1.644 -0.982 0.400
F 0.902 3.548 4.572 -0.255
```

no.,electronic energy (hartree)
1,-1326.2204
2,-494.3706
3,-1031.4557
4,-1841.0283
5,-5301.3516
6,-3875.2986